# 1
{
  "formula": "C30H28GaN2Si",
  "method": "ωB97M-V with the def2-TZVPD basis set",
  "homo_ev": -10.756,
  "multiplicity": 1,
  "orbital_gap_ev": 6.65,
  "charge": 1,
  "total_energy_ev": -94791.3648,
  "de_lowest_kj_mol": 190.9,
  "symbols": ["C", "C", "C", "H", "C", "C", "H", "H", "H", "H", "Ga", "C", "H", "H", "H", "Si", "C", "C", "H", "C", "H", "C", "H", "C", "H", "C", "H", "C", "C", "H", "C", "H", "C", "H", "C", "H", "C", "H", "H", "H", "C", "C", "N", "C", "C", "C", "C", "C", "C", "C", "C", "C", "N", "C", "H", "H", "H", "H", "H", "H", "H", "H"],
  "positions_angstrom": [[0.836, 2.949, 1.353], [-0.102, 3.070, 0.303], [-1.394, 2.888, 0.846], [0.114, 3.264, -0.733], [-1.253, 2.656, 2.235], [0.124, 2.692, 2.551], [0.555, 2.553, 3.528], [1.906, 3.031, 1.259], [-2.313, 2.899, 0.285], [-2.055, 2.478, 2.931], [-0.235, 0.949, 1.124], [-1.730, -2.867, -4.316], [-2.427, -2.872, -3.483], [-2.013, -2.090, -5.020], [-0.726, -2.674, -3.947], [-0.317, 0.066, -1.231], [1.350, 0.050, -2.145], [2.144, 1.200, -2.198], [1.791, 2.108, -1.724], [3.382, 1.203, -2.825], [3.973, 2.111, -2.854], [3.869, 0.039, -3.405], [4.838, 0.033, -3.887], [3.100, -1.116, -3.365], [3.469, -2.027, -3.820], [1.855, -1.104, -2.749], [1.264, -2.011, -2.735], [-1.470, 1.131, -2.307], [-1.068, 1.655, -3.538], [-0.104, 1.378, -3.946], [-1.883, 2.519, -4.260], [-1.544, 2.907, -5.213], [-3.131, 2.875, -3.771], [-3.768, 3.547, -4.333], [-3.554, 2.364, -2.550], [-4.528, 2.631, -2.159], [-2.730, 1.511, -1.832], [-3.073, 1.137, -0.875], [-0.810, -1.347, -1.475], [-1.753, -3.832, -4.814], [2.319, -2.691, 0.697], [1.778, -1.407, 0.548], [0.822, -0.885, 1.384], [0.556, -1.625, 2.498], [1.120, -2.921, 2.722], [1.963, -3.468, 1.776], [0.878, -3.624, 3.908], [0.148, -3.025, 4.915], [-0.355, -1.740, 4.723], [-0.973, -1.118, 5.786], [-1.365, 0.173, 5.630], [-1.193, 0.812, 4.407], [-0.643, 0.217, 3.245], [-0.186, -1.049, 3.474], [3.033, -3.075, -0.020], [2.161, -0.863, -0.245], [2.399, -4.452, 1.911], [1.304, -4.604, 4.085], [0.018, -3.541, 5.861], [-1.093, -1.599, 6.751], [-1.790, 0.708, 6.474], [-1.492, 1.816, 4.567]],
  "atomic_forces_ev_per_a": [[0.3, -0.3, -0.2], [-0.6, 0.9, -0.1], [0.2, 0.7, -0.2], [0.0, 0.0, -0.1], [-0.2, 0.5, -0.3], [0.1, 0.4, 0.0], [0.1, 0.0, -0.1], [0.1, 0.1, 0.0], [0.0, 0.1, 0.1], [-0.1, 0.2, -0.4], [0.0, -0.7, -0.6], [0.0, 0.0, 0.0], [0.0, 0.0, 0.1], [0.0, 0.0, 0.0], [0.1, 0.0, 0.0], [-1.0, 0.0, -1.4], [0.1, 0.3, 0.3], [0.0, 0.0, 0.1], [0.0, 0.1, -0.1], [0.1, 0.0, 0.0], [0.0, 0.0, 0.0], [-0.1, 0.0, 0.0], [0.0, 0.0, 0.0], [0.0, 0.0, 0.0], [0.0, 0.0, 0.0], [-0.2, -0.1, 0.0], [0.0, -0.1, 0.0], [0.2, 0.3, 0.4], [0.1, -0.1, 0.0], [0.0, 0.1, 0.0], [-0.1, -0.1, -0.1], [0.0, 0.0, 0.0], [0.1, 0.0, 0.1], [0.0, 0.0, 0.0], [-0.1, 0.0, 0.0], [0.0, 0.0, 0.0], [0.0, -0.1, -0.1], [-0.1, -0.1, 0.1], [0.2, 0.3, 0.6], [0.0, 0.0, 0.0], [-0.2, -0.3, 0.3], [-1.5, -0.8, 2.3], [2.9, -1.8, 0.1], [2.1, -2.1, -2.5], [-0.6, 0.7, -0.2], [0.8, 0.3, -1.2], [-1.1, 0.3, 2.2], [1.4, -1.9, -1.2], [-0.1, 0.4, -0.7], [-0.3, 0.4, 0.6], [0.0, 0.0, 0.0], [1.0, -1.8, -1.3], [-1.3, 0.0, 3.8], [-2.2, 1.5, 3.0], [0.0, 0.3, -0.1], [0.2, 1.4, -1.2], [-0.1, 0.1, 0.0], [0.0, 0.0, -0.3], [-0.1, 0.2, -0.1], [0.1, -0.2, -0.2], [0.0, 0.1, -0.3], [0.0, 1.0, -1.4]]
}

# 2
{
  "formula": "CH8BrNSi2",
  "method": "ωB97M-V with the def2-TZVPD basis set",
  "homo_ev": [-7.558, -7.505],
  "multiplicity": 1,
  "orbital_gap_ev": [7.74, 7.67],
  "total_energy_ev": -88450.0656,
  "de_lowest_kj_mol": 379.1,
  "symbols": ["C", "N", "Si", "Si", "Br", "H", "H", "H", "H", "H", "H", "H", "H"],
  "positions_angstrom": [[-0.697, 0.032, 1.472], [-0.371, 0.298, 0.216], [-1.220, -0.629, -1.031], [1.240, 0.930, -0.110], [-2.384, -0.395, 2.081], [0.416, -1.672, 2.018], [-0.244, 0.449, 2.384], [-0.719, -0.568, -2.354], [-0.983, -1.931, -0.655], [-2.498, -0.120, -0.797], [1.996, -0.421, 0.089], [1.124, 1.464, -1.491], [1.363, 1.841, 1.196]],
  "atomic_forces_ev_per_a": [[2.4, -2.0, 2.7], [-0.1, 0.8, -1.2], [0.3, 0.9, 0.9], [-0.1, -0.9, 2.3], [-1.5, -0.4, -0.1], [-1.1, 1.6, -0.6], [0.5, 0.4, -1.3], [0.6, 0.7, -1.1], [0.0, -2.3, 0.7], [-1.8, 0.2, -0.4], [0.1, 1.3, -0.4], [0.4, 0.1, 0.4], [0.4, -0.6, -1.8]]
}

# 3
{
  "formula": "C17H23BF12NO9S",
  "method": "ωB97M-V with the def2-TZVPD basis set",
  "homo_ev": -4.023,
  "multiplicity": 1,
  "orbital_gap_ev": 5.64,
  "charge": -1,
  "total_energy_ev": -82044.1546,
  "symbols": ["O", "C", "N", "B", "S", "H", "H", "H", "C", "C", "O", "C", "O", "C", "F", "F", "F", "H", "H", "H", "H", "H", "C", "C", "O", "C", "O", "C", "F", "F", "F", "H", "H", "H", "H", "H", "C", "C", "O", "C", "O", "C", "F", "F", "F", "H", "H", "H", "H", "H", "C", "C", "O", "C", "O", "C", "F", "F", "F", "H", "H", "H", "H", "H"],
  "positions_angstrom": [[6.174, 5.605, -5.482], [6.060, 5.375, -4.254], [6.256, 5.210, -2.988], [7.773, 5.195, -2.677], [8.721, 6.729, -3.246], [7.887, 4.969, -1.511], [8.230, 4.254, -3.275], [7.954, 7.483, -4.143], [3.086, 3.794, -2.311], [3.832, 3.072, -1.207], [2.928, 2.679, -0.155], [2.225, 1.550, -0.370], [2.307, 0.878, -1.367], [1.352, 1.229, 0.839], [0.694, 2.312, 1.310], [2.076, 0.749, 1.872], [0.410, 0.300, 0.572], [2.524, 4.639, -1.906], [3.783, 4.162, -3.066], [2.363, 3.134, -2.799], [4.563, 3.747, -0.757], [4.382, 2.209, -1.589], [-2.115, 2.066, 2.402], [-2.728, 1.231, 1.297], [-3.558, 0.193, 1.847], [-4.804, 0.562, 2.211], [-5.237, 1.680, 2.108], [-5.586, -0.643, 2.728], [-4.866, -1.400, 3.584], [-5.968, -1.461, 1.723], [-6.708, -0.292, 3.383], [-1.577, 1.431, 3.111], [-1.422, 2.800, 1.989], [-2.883, 2.596, 2.971], [-1.937, 0.735, 0.732], [-3.292, 1.846, 0.591], [-0.717, -2.659, -1.618], [-2.042, -1.960, -1.848], [-1.951, -1.059, -2.964], [-2.072, -1.618, -4.186], [-2.240, -2.795, -4.379], [-2.007, -0.547, -5.272], [-1.007, 0.335, -5.069], [-3.148, 0.175, -5.332], [-1.815, -1.063, -6.500], [0.088, -1.929, -1.501], [-0.762, -3.279, -0.726], [-0.451, -3.293, -2.467], [-2.294, -1.355, -0.975], [-2.857, -2.675, -1.992], [-2.903, -4.505, 5.179], [-1.653, -5.355, 5.046], [-1.284, -5.501, 3.666], [-0.600, -4.470, 3.125], [-0.302, -3.469, 3.723], [-0.230, -4.776, 1.677], [-1.260, -5.296, 0.976], [0.777, -5.671, 1.593], [0.174, -3.683, 1.002], [-3.712, -4.917, 4.570], [-3.230, -4.462, 6.220], [-2.727, -3.486, 4.828], [-1.850, -6.359, 5.427], [-0.824, -4.946, 5.628]],
  "atomic_forces_ev_per_a": [[-1.6, -1.2, 5.4], [3.0, 0.6, 0.7], [-3.0, 0.9, -6.7], [0.2, -1.3, -0.1], [0.3, 1.9, -0.6], [0.3, 0.4, 0.5], [0.3, -0.3, -0.1], [0.4, -1.1, 0.9], [-0.4, -0.1, -0.1], [0.6, 0.5, -0.8], [-1.0, -1.2, 0.6], [1.6, 1.0, -1.4], [-0.6, 0.0, 1.0], [-0.9, -0.3, 1.4], [0.5, -0.2, -0.5], [0.0, 0.2, -0.6], [0.5, 0.3, -0.3], [0.2, 0.0, 0.0], [0.0, 0.0, 0.2], [0.1, 0.0, 0.0], [-0.2, -0.1, 0.2], [-0.2, 0.0, 0.1], [-0.2, 0.1, 0.3], [0.6, 0.6, -0.2], [-1.2, -0.4, 0.3], [1.4, 1.3, -0.9], [-0.2, -1.0, 0.3], [-1.0, -1.4, 0.8], [0.0, 0.5, -0.3], [0.3, 0.5, 0.1], [0.6, 0.3, -0.4], [0.1, 0.0, -0.2], [-0.1, -0.1, 0.0], [0.0, 0.0, -0.2], [-0.2, -0.2, 0.2], [-0.2, -0.1, 0.2], [0.1, 0.0, -0.4], [0.2, -0.5, 0.6], [-0.3, 0.2, -1.2], [-0.1, -1.1, 1.7], [0.1, 1.0, -0.4], [0.4, 1.4, -1.5], [-0.3, -0.6, 0.3], [0.2, -0.5, 0.4], [-0.1, -0.2, 0.8], [-0.1, 0.0, 0.1], [-0.1, 0.2, -0.3], [-0.1, 0.0, 0.1], [0.0, 0.2, -0.3], [0.1, 0.1, -0.2], [-0.1, 0.2, -0.3], [-0.4, 0.1, 0.7], [0.7, 0.3, -0.8], [-0.5, 0.1, 1.9], [0.0, -0.6, -0.9], [0.5, -0.3, -1.9], [0.1, 0.2, 0.6], [-0.3, 0.3, 0.5], [-0.1, -0.4, 1.1], [0.1, -0.1, 0.1], [0.1, 0.0, -0.1], [0.1, -0.1, 0.1], [0.1, 0.0, -0.4], [0.0, 0.1, -0.3]]
}

# 4
{
  "formula": "C4H10O",
  "method": "ωB97M-V with the def2-TZVPD basis set",
  "homo_ev": -8.458,
  "multiplicity": 1,
  "orbital_gap_ev": 9.34,
  "total_energy_ev": -6354.9391,
  "de_lowest_kj_mol": 276.3,
  "symbols": ["C", "C", "C", "C", "O", "H", "H", "H", "H", "H", "H", "H", "H", "H", "H"],
  "positions_angstrom": [[2.170, -0.028, -0.278], [0.898, -0.295, 0.532], [0.092, 0.975, 0.455], [-2.210, -0.516, -0.830], [-0.255, 1.323, 1.677], [2.699, 0.842, 0.123], [1.904, 0.196, -1.315], [2.848, -0.886, -0.258], [0.326, -1.093, 0.041], [1.110, -0.616, 1.562], [-1.463, 0.285, -0.860], [-2.231, -1.027, -1.795], [-1.954, -1.234, -0.044], [-3.189, -0.083, -0.614], [-0.743, 2.158, 1.605]],
  "atomic_forces_ev_per_a": [[0.2, 0.0, -0.1], [0.0, 0.1, -0.1], [0.2, -0.1, 0.3], [-0.1, 0.0, 0.0], [-0.1, 0.1, -0.2], [0.0, -0.1, -0.1], [0.1, 0.0, 0.1], [-0.1, 0.1, 0.0], [0.1, 0.2, 0.1], [0.0, 0.1, -0.1], [-0.3, -0.2, -0.1], [-0.1, 0.0, 0.1], [-0.1, 0.1, -0.1], [0.1, -0.1, -0.1], [0.1, -0.1, 0.1]]
}

- What is the formula in the second record?
  CH8BrNSi2

- What is the formula in the fourth record?
  C4H10O

Please write out number 4 again, unchanged.
{
  "formula": "C4H10O",
  "method": "ωB97M-V with the def2-TZVPD basis set",
  "homo_ev": -8.458,
  "multiplicity": 1,
  "orbital_gap_ev": 9.34,
  "total_energy_ev": -6354.9391,
  "de_lowest_kj_mol": 276.3,
  "symbols": ["C", "C", "C", "C", "O", "H", "H", "H", "H", "H", "H", "H", "H", "H", "H"],
  "positions_angstrom": [[2.170, -0.028, -0.278], [0.898, -0.295, 0.532], [0.092, 0.975, 0.455], [-2.210, -0.516, -0.830], [-0.255, 1.323, 1.677], [2.699, 0.842, 0.123], [1.904, 0.196, -1.315], [2.848, -0.886, -0.258], [0.326, -1.093, 0.041], [1.110, -0.616, 1.562], [-1.463, 0.285, -0.860], [-2.231, -1.027, -1.795], [-1.954, -1.234, -0.044], [-3.189, -0.083, -0.614], [-0.743, 2.158, 1.605]],
  "atomic_forces_ev_per_a": [[0.2, 0.0, -0.1], [0.0, 0.1, -0.1], [0.2, -0.1, 0.3], [-0.1, 0.0, 0.0], [-0.1, 0.1, -0.2], [0.0, -0.1, -0.1], [0.1, 0.0, 0.1], [-0.1, 0.1, 0.0], [0.1, 0.2, 0.1], [0.0, 0.1, -0.1], [-0.3, -0.2, -0.1], [-0.1, 0.0, 0.1], [-0.1, 0.1, -0.1], [0.1, -0.1, -0.1], [0.1, -0.1, 0.1]]
}